1.
Formula: C36H31IN3PRh
Source: the Open Molecules 2025 dataset
Level of theory: wB97M-V/def2-TZVPD

F_max: 2.70 eV/Å
Charge: +1
LUMO level (alpha / beta): -0.1258 / -0.1717 Eh
ΔE to the lowest compared entry with this formula, charge and spin: 0.433 eV
HOMO energy (alpha / beta): -8.81 / -10.58 eV
2S+1: 5

Structure (XYZ):
```
73
Properties=species:S:1:pos:R:3:forces:R:3
Rh 0.0371 -1.0082 -0.0152 0.774 -1.038 0.156
C 3.0788 -2.6487 -1.0705 -0.083 0.033 0.097
C 2.9826 -1.2396 -1.5403 0.060 -0.177 0.022
C 3.8936 -0.7650 -2.4737 -0.018 0.848 -0.245
C 3.8355 0.5733 -2.8600 0.267 -0.960 0.038
C 2.9051 1.3914 -2.2705 -1.048 0.197 0.776
C 1.9808 0.8642 -1.3511 1.894 -1.577 -1.103
N 2.0157 -0.4688 -1.0417 -0.057 1.251 -0.028
C 1.0190 1.6686 -0.6602 -1.798 0.895 1.583
C 0.9219 3.0580 -0.8174 0.264 -0.504 -0.176
C 0.1433 3.8028 0.0358 -0.464 -0.453 0.574
C -0.5928 3.1441 1.0256 0.451 0.394 -0.561
C -0.5792 1.7618 1.0756 0.567 0.019 -0.659
N 0.2242 1.0329 0.2661 0.854 1.583 -0.141
C -1.4009 1.0484 2.0502 -0.818 -0.487 0.626
C -2.4900 1.6864 2.6473 0.390 -0.079 -0.237
C -3.2036 1.0295 3.6293 0.110 -0.282 0.009
C -2.7988 -0.2399 3.9897 -0.102 0.273 -0.189
C -1.7402 -0.8442 3.3122 -0.284 0.052 0.241
C -1.3710 -2.2301 3.7286 0.155 -0.039 -0.044
N -1.0813 -0.2268 2.3324 0.371 0.277 0.050
H 4.1211 -2.9309 -0.9491 0.094 -0.031 0.017
H 2.6268 -3.3272 -1.7935 -0.078 -0.050 0.077
H 2.5686 -2.7402 -0.1158 0.020 -0.169 -0.036
H 4.6333 -1.4354 -2.8853 0.045 -0.024 0.012
H 4.5285 0.9623 -3.5905 0.043 0.051 -0.046
H 2.8608 2.4382 -2.5146 0.122 0.128 -0.068
H 1.5014 3.5508 -1.5787 0.068 0.078 -0.058
H 0.1107 4.8779 -0.0324 0.034 0.109 -0.058
H -1.1296 3.7165 1.7639 -0.100 -0.003 -0.030
H -2.7827 2.6731 2.3354 -0.040 0.129 -0.023
H -4.0492 1.5009 4.1040 -0.092 0.053 0.058
H -3.3098 -0.7847 4.7676 -0.015 -0.050 0.101
H -1.5393 -2.3436 4.7973 0.063 -0.025 0.035
H -0.3325 -2.4405 3.4989 0.032 -0.093 0.040
H -2.0076 -2.9614 3.2298 0.027 -0.100 -0.057
C -0.0149 -5.0963 -3.9851 -0.146 -0.001 0.038
C -1.1780 -4.7129 -3.3364 0.036 -0.111 -0.144
C -1.3395 -3.4115 -2.8966 0.093 0.172 -0.155
C -0.3329 -2.4834 -3.1332 0.009 0.050 0.048
C 0.8278 -2.8649 -3.8046 -0.166 0.026 0.168
C 0.9868 -4.1686 -4.2273 0.080 -0.057 -0.004
P -0.4638 -0.7205 -2.7039 -1.231 -0.350 -0.227
C -0.7143 -0.0744 -4.4060 0.201 0.083 0.302
C -0.0360 1.0462 -4.8629 -0.095 -0.076 0.048
C -0.2077 1.4761 -6.1692 -0.006 0.076 -0.078
C -1.0682 0.7953 -7.0150 0.072 0.054 0.021
C -1.7440 -0.3264 -6.5580 -0.100 -0.076 -0.035
C -1.5696 -0.7678 -5.2602 0.040 0.135 -0.007
C -2.0782 -0.6176 -1.8855 0.076 0.084 -0.222
C -3.2992 -0.2176 -2.4014 0.007 -0.045 0.044
C -4.4124 -0.3086 -1.5823 -0.117 0.086 -0.182
C -4.3012 -0.8356 -0.3071 -0.014 -0.140 0.267
C -3.0722 -1.2279 0.2101 -0.138 0.075 -0.118
C -1.9394 -1.0610 -0.5676 -0.443 0.191 -0.954
H 0.1139 -6.1206 -4.2930 0.001 -0.151 -0.112
H -1.9580 -5.4356 -3.1593 -0.100 -0.119 0.045
H -2.2379 -3.1211 -2.3694 -0.044 0.002 0.008
H 1.5960 -2.1263 -3.9919 0.124 0.054 -0.103
H 1.8844 -4.4627 -4.7488 0.115 -0.051 -0.047
H 0.6244 1.5790 -4.1954 0.139 0.074 0.062
H 0.3392 2.3360 -6.5257 -0.002 0.100 -0.045
H -1.2132 1.1356 -8.0297 0.030 0.005 -0.073
H -2.4013 -0.8741 -7.2163 -0.084 0.006 -0.086
H -2.0946 -1.6453 -4.9100 0.007 -0.082 -0.027
H -3.3785 0.1650 -3.4079 -0.036 0.027 -0.119
H -5.3697 0.0200 -1.9543 -0.162 0.011 0.006
H -5.1744 -0.9312 0.3195 -0.199 -0.018 0.006
H -3.0254 -1.6318 1.2107 0.009 0.007 0.095
I 0.3571 -4.7779 -0.1958 -0.051 0.553 0.313
C 0.0884 -2.9549 0.9006 0.382 -0.948 0.568
H -0.8840 -3.0801 1.3693 0.100 0.126 -0.062
H 0.8807 -2.9446 1.6534 -0.102 0.004 0.008
```
Positions in Å, forces in eV/Å.

***

2.
Formula: C36H31N6O3SnTe
Source: the Open Molecules 2025 dataset
Level of theory: wB97M-V/def2-TZVPD

F_max: 3.67 eV/Å
Charge: +3
LUMO level (alpha / beta): -0.3942 / -0.4025 Eh
ΔE to the lowest compared entry with this formula, charge and spin: 1.882 eV
HOMO energy (alpha / beta): -13.15 / -13.14 eV
2S+1: 1

Structure (XYZ):
```
78
Properties=species:S:1:pos:R:3:forces:R:3
Sn -3.8071 -16.4521 12.5580 -0.155 -1.840 -0.369
C -1.7154 -12.1931 13.1139 -0.069 0.795 -0.173
C -2.0511 -13.6435 13.1154 -1.112 -0.056 -0.084
N -3.1893 -14.0063 12.5596 1.093 1.578 -0.238
O -3.8175 -12.9441 11.8728 1.235 -1.816 1.538
C -1.2296 -14.7089 13.7210 0.832 0.677 0.762
C 0.1259 -14.3741 14.2607 -1.150 0.308 0.903
N -1.6862 -15.9735 13.7847 -1.285 -0.315 -0.488
O -1.0446 -16.8377 14.4417 -0.116 0.818 -0.462
H -2.6151 -11.6100 13.4727 1.089 -0.612 -0.114
H -1.6368 -11.9051 12.0571 0.076 0.097 0.093
H -0.7781 -11.8762 13.6033 -0.710 -0.359 -0.011
H -4.5370 -13.4357 11.4806 -0.894 0.210 -0.583
H 0.4710 -13.5076 13.7137 0.574 -0.091 -0.092
H 0.7335 -15.2643 14.1983 0.454 0.061 -0.042
H 0.0791 -14.0563 15.3528 -0.120 -0.423 -1.146
C 2.7840 -24.1794 21.8907 -1.189 -1.199 2.245
O 2.9668 -24.0296 20.5173 -1.044 1.679 -1.892
C 2.0767 -23.3370 19.7981 3.257 -1.326 -1.067
C 0.7821 -23.0360 20.1501 -2.194 1.205 0.460
C 0.0145 -22.2336 19.3090 -0.047 -1.000 1.439
C 0.5133 -21.8650 18.0595 -0.335 0.396 -1.591
C 1.8169 -22.2235 17.6425 1.460 -0.085 0.787
C 2.6093 -22.9457 18.5041 0.164 0.122 -0.714
C -0.3206 -21.2151 17.0680 0.510 -0.051 -0.502
N 0.0139 -21.0943 15.7653 -1.419 0.470 0.391
C -1.0580 -20.4280 15.1853 0.326 -0.979 0.813
C -1.9962 -20.1245 16.1805 -0.222 0.119 0.555
N -1.5486 -20.6785 17.3584 0.399 0.413 -0.779
C -3.1070 -19.2454 15.9930 -1.318 -0.453 -0.657
C -4.0403 -18.7991 16.9798 -0.003 0.416 -0.778
C -5.0280 -17.8890 16.6132 1.490 -0.565 -0.701
C -4.9789 -17.3669 15.2889 -0.998 0.131 0.941
N -4.1429 -17.7876 14.3582 -0.427 -0.887 0.990
C -3.3419 -18.8685 14.6474 0.438 1.416 0.841
C -2.5178 -19.2976 13.5635 1.904 0.183 -1.472
N -2.7644 -18.6608 12.3578 1.523 -0.471 1.161
C -1.8378 -18.7916 11.3879 -0.733 -0.291 -0.837
C -0.6866 -19.5808 11.5072 -0.485 -0.323 2.481
C -0.4126 -20.2084 12.7698 -0.465 0.814 -3.152
C -1.3070 -20.0875 13.7861 -2.265 1.641 1.696
H 3.6048 -24.8112 22.2354 -0.125 0.230 -0.036
H 1.8236 -24.7408 22.0935 0.961 0.606 -0.105
H 2.7810 -23.2209 22.4503 0.045 -0.425 -0.589
H 0.3507 -23.3943 21.0792 0.139 0.101 -0.080
H -1.0079 -21.9742 19.6318 0.658 -0.254 -0.260
H 2.2522 -21.8020 16.7261 -0.517 -0.505 0.315
H 3.6581 -23.2157 18.2130 -1.168 0.227 0.596
H -1.9093 -20.5558 18.2998 -0.055 0.045 -0.485
H -3.9919 -19.1481 18.0105 0.060 0.078 -0.238
H -5.6982 -17.5408 17.3725 -0.488 0.257 -0.097
H -5.7016 -16.6020 14.9750 0.362 -0.105 0.285
H -2.1371 -18.2954 10.4281 0.689 -0.461 0.884
H 0.0332 -19.6664 10.7319 0.280 -0.016 -0.690
H 0.4628 -20.7954 12.8729 0.812 -0.346 0.212
Te -6.7863 -20.7983 12.3651 -0.390 0.259 -1.559
C -7.2234 -21.3204 10.3160 0.857 -0.747 0.038
C -8.5189 -21.3262 9.7823 1.070 0.379 0.673
C -8.6834 -21.5974 8.4422 -0.207 0.164 -0.828
C -7.6090 -21.8734 7.5951 0.611 0.261 1.197
C -6.3224 -21.8895 8.1470 -0.268 -0.164 -0.332
C -6.1239 -21.6312 9.5115 0.261 -0.750 -0.166
C -7.6374 -18.9248 11.8159 -0.212 0.336 2.643
C -8.4365 -18.3952 12.8581 0.531 -1.070 0.907
C -9.1063 -17.2045 12.7038 0.326 0.390 -0.694
C -8.9870 -16.4764 11.4967 0.382 -0.583 0.780
C -8.2340 -17.0266 10.4648 0.418 0.648 1.021
C -7.4765 -18.1720 10.6871 -0.438 -0.286 -0.775
H -9.3295 -21.0416 10.4282 -0.415 -0.089 -0.030
H -9.6631 -21.5260 7.9957 -0.234 -0.151 0.120
H -7.7643 -22.0699 6.5486 -0.040 -0.024 -0.142
H -5.4874 -22.1361 7.4879 -0.111 0.063 0.358
H -5.1225 -21.8409 9.9519 -0.829 0.618 -0.374
H -8.4331 -18.9376 13.8664 -0.447 0.756 -1.609
H -9.6930 -16.8632 13.5312 -0.253 0.480 0.221
H -9.3101 -15.4464 11.4749 -0.619 -0.122 -0.370
H -8.0777 -16.4939 9.5487 -0.092 0.264 -0.355
H -6.8186 -18.4795 9.9095 0.374 -0.471 -0.588
```
Positions in Å, forces in eV/Å.

***

3.
Formula: C36H31NP2STi
Source: the Open Molecules 2025 dataset
Level of theory: wB97M-V/def2-TZVPD

F_max: 0.51 eV/Å
Charge: +1
LUMO level (alpha / beta): -0.1263 / -0.1205 Eh
ΔE to the lowest compared entry with this formula, charge and spin: 0.000 eV
HOMO energy (alpha / beta): -10.53 / -10.54 eV
2S+1: 2

Structure (XYZ):
```
72
Properties=species:S:1:pos:R:3:forces:R:3
Ti -0.1591 0.0310 0.4264 -0.464 -0.198 0.087
C 1.7277 2.3508 -1.0892 -0.037 0.085 -0.007
P -0.1142 2.2198 -1.0994 0.110 -0.029 0.238
C -0.6776 2.5022 0.6328 0.149 0.076 -0.227
C 0.1383 2.7902 1.7276 0.039 -0.077 -0.057
C -0.4266 2.9761 2.9852 -0.003 0.004 0.000
C -1.7984 2.8973 3.1468 0.005 -0.001 0.007
C -2.6230 2.6059 2.0630 -0.007 -0.015 -0.019
C -2.0685 2.3867 0.8178 0.041 0.000 0.052
C -0.7250 3.6644 -2.0000 -0.048 -0.043 -0.002
C -0.8089 3.5699 -3.3872 -0.012 -0.048 -0.046
C -1.2178 4.6631 -4.1335 0.000 0.011 -0.015
C -1.5561 5.8478 -3.4960 0.000 0.005 0.036
C -1.4819 5.9414 -2.1124 -0.008 0.019 -0.036
C -1.0660 4.8540 -1.3610 0.021 0.005 0.006
C 2.3537 0.9921 -0.9649 0.172 0.029 -0.091
C 3.5737 0.5325 -1.3787 -0.085 0.060 -0.011
C 3.6145 -0.8672 -1.1038 -0.079 -0.099 0.049
C 2.4194 -1.1986 -0.5307 0.100 -0.104 -0.014
C 1.8302 -2.5005 -0.0705 0.006 -0.007 -0.032
P 0.0348 -2.3634 -0.4556 0.110 0.164 0.073
C -0.8440 -3.7248 0.3292 0.058 -0.053 -0.053
C -0.1843 -4.7375 1.0180 -0.004 0.028 -0.013
C -0.9127 -5.7572 1.6140 -0.026 -0.017 0.010
C -2.2957 -5.7701 1.5191 0.012 -0.010 0.004
C -2.9569 -4.7632 0.8275 -0.019 0.015 -0.008
C -2.2347 -3.7413 0.2363 0.002 -0.019 0.021
C -0.0586 -2.6509 -2.2406 -0.007 0.004 0.054
C -0.1262 -3.9462 -2.7518 -0.028 0.022 -0.008
C -0.1390 -4.1463 -4.1225 0.000 0.002 -0.024
C -0.0832 -3.0598 -4.9862 0.001 -0.034 0.018
C -0.0170 -1.7709 -4.4799 0.001 0.046 -0.012
C -0.0076 -1.5641 -3.1088 0.021 -0.010 -0.008
N 1.6311 -0.0631 -0.4339 -0.232 0.243 0.189
H 2.0573 3.0547 -0.3192 -0.033 0.008 -0.014
H 1.9930 2.8069 -2.0461 0.004 -0.027 0.002
H 1.2116 2.8710 1.6069 -0.004 0.006 0.015
H 0.2137 3.1736 3.8346 0.006 0.000 0.002
H -2.2338 3.0482 4.1255 0.001 0.002 0.008
H -3.6932 2.5326 2.2005 -0.003 -0.003 -0.008
H -2.7012 2.1396 -0.0299 -0.030 0.045 0.021
H -0.5594 2.6410 -3.8873 0.000 -0.006 0.010
H -1.2807 4.5860 -5.2105 -0.001 0.005 -0.003
H -1.8818 6.6991 -4.0782 -0.004 0.009 0.002
H -1.7460 6.8649 -1.6150 -0.003 0.007 -0.007
H -1.0093 4.9391 -0.2831 0.007 -0.025 0.002
H 4.3465 1.1161 -1.8527 0.011 0.011 -0.006
H 4.4224 -1.5445 -1.3279 0.015 -0.007 0.000
H 1.9550 -2.6542 1.0065 -0.047 0.002 -0.007
H 2.2734 -3.3490 -0.5937 0.017 0.011 0.019
H 0.8950 -4.7401 1.0955 0.007 0.002 -0.002
H -0.3972 -6.5422 2.1505 0.000 -0.004 0.003
H -2.8619 -6.5661 1.9836 0.000 -0.004 0.005
H -4.0359 -4.7737 0.7531 -0.005 -0.002 0.001
H -2.7551 -2.9557 -0.3011 0.003 0.001 -0.002
H -0.1803 -4.7953 -2.0812 0.004 0.003 0.004
H -0.1945 -5.1514 -4.5184 -0.001 -0.005 -0.003
H -0.0941 -3.2204 -6.0559 -0.001 0.000 -0.004
H 0.0261 -0.9252 -5.1534 0.001 -0.001 -0.006
H 0.0503 -0.5562 -2.7116 0.002 -0.012 -0.020
S -1.1172 -0.8440 2.3995 0.126 0.013 -0.244
C 0.1617 -0.2263 3.4665 0.029 -0.010 -0.005
C 1.4537 -0.0154 2.9938 0.164 -0.025 -0.113
C 2.4453 0.4998 3.8183 -0.105 0.068 0.053
C 2.1522 0.7910 5.1419 0.010 0.016 0.001
C 0.8677 0.5666 5.6240 -0.010 0.003 0.020
C -0.1266 0.0685 4.7964 0.021 0.018 0.009
H 1.7315 -0.2563 1.9671 0.014 -0.131 0.113
H 3.4403 0.6584 3.4233 0.013 -0.010 0.011
H 2.9185 1.1762 5.8007 0.010 0.000 -0.007
H 0.6378 0.7789 6.6601 -0.001 0.001 0.006
H -1.1251 -0.0959 5.1798 -0.009 -0.009 -0.016
```
Positions in Å, forces in eV/Å.